No. 1
{
  "formula": "CH3NOS3",
  "method": "the ωB97M-V functional and the def2-TZVPD basis",
  "gap_ev": [6.90, 6.39],
  "total_charge": 0,
  "multiplicity": 1,
  "homo_energy_ha": [-0.2905, -0.2823],
  "species": ["C", "N", "O", "S", "S", "S", "H", "H", "H"],
  "positions_angstrom": [[1.66607, 0.40274, -0.19901], [0.64305, 1.16502, -0.04143], [-2.32136, -0.48760, -0.05267], [3.25693, 0.30014, 0.07434], [0.31739, -1.77258, -0.01037], [-1.32443, -1.36082, 0.99336], [0.62745, 2.21481, 0.24532], [-0.25235, 0.74456, -0.31910], [-2.61277, -1.20626, -0.69043]],
  "forces_ev_per_a": [[1.6, -1.8, 1.8], [-1.7, 2.5, -0.2], [-0.3, -1.8, -1.1], [-1.6, 0.3, -0.8], [0.7, 0.8, -0.5], [0.3, 0.5, 0.3], [0.5, -2.5, -0.8], [0.3, 0.6, 0.4], [0.2, 1.5, 0.7]]
}

No. 2
{
  "formula": "C56H79CsGeN7S2Si5",
  "method": "the ωB97M-V functional and the def2-TZVPD basis",
  "gap_ev": 4.49,
  "total_charge": -1,
  "multiplicity": 1,
  "homo_energy_ha": -0.1043,
  "species": ["Cs", "N", "C", "S", "N", "N", "C", "C", "C", "C", "C", "C", "C", "C", "C", "C", "C", "C", "N", "H", "H", "H", "H", "H", "H", "H", "H", "H", "H", "H", "C", "Si", "C", "N", "C", "C", "C", "C", "C", "C", "C", "C", "C", "C", "C", "C", "C", "C", "C", "C", "C", "H", "H", "H", "H", "H", "H", "H", "H", "H", "H", "H", "H", "H", "H", "H", "H", "H", "H", "H", "H", "H", "H", "H", "H", "S", "C", "N", "C", "C", "N", "H", "H", "H", "H", "H", "H", "C", "Si", "C", "C", "Si", "Si", "C", "C", "C", "Si", "C", "C", "C", "H", "H", "H", "H", "H", "H", "H", "H", "H", "H", "H", "H", "H", "H", "H", "H", "H", "H", "H", "H", "H", "H", "H", "H", "H", "H", "H", "Ge", "C", "C", "C", "C", "C", "C", "C", "C", "C", "C", "C", "C", "H", "H", "H", "H", "H", "H", "H", "H", "H", "H", "H"],
  "positions_angstrom": [[0.48371, 0.85469, 1.44121], [1.21316, -3.34841, 3.31417], [1.43743, -2.34274, 2.42529], [0.26955, -2.24041, 1.09497], [2.44132, -1.55307, 2.62105], [2.70838, -0.63652, 1.63661], [3.61549, 0.24554, 1.87956], [4.46023, 0.27234, 3.10783], [4.65302, 1.47534, 3.78486], [5.36998, 1.51620, 4.97191], [5.93560, 0.35771, 5.48276], [5.77117, -0.84237, 4.80146], [5.03277, -0.88697, 3.62970], [3.77597, 1.31341, 0.86008], [4.99415, 1.95015, 0.64891], [5.10264, 2.89038, -0.36737], [3.99947, 3.15612, -1.15428], [2.81363, 2.48764, -0.87002], [2.70024, 1.60455, 0.12139], [0.22190, -3.51026, 3.47570], [1.74593, -3.23546, 4.16735], [4.22896, 2.38675, 3.37935], [5.48688, 2.45377, 5.50062], [6.50845, 0.39104, 6.40085], [6.22371, -1.74881, 5.18362], [4.91022, -1.82204, 3.10195], [5.85079, 1.68384, 1.25556], [6.04691, 3.38884, -0.55070], [4.04150, 3.86827, -1.96815], [1.89755, 2.65649, -1.45602], [-0.15975, 2.30027, -2.64275], [-0.95783, 3.86640, -2.72815], [-2.16314, 4.07282, -1.25450], [-1.69748, 3.30001, -0.10254], [-0.55432, 3.89339, 0.59057], [-0.89287, 4.42062, 1.99657], [-2.27423, 5.07171, 1.96596], [-3.33366, 3.99292, 1.68627], [-2.72578, 2.86905, 0.82226], [0.25434, 5.35027, -2.74596], [-0.06630, 6.61590, -2.24464], [0.86246, 7.65360, -2.22514], [2.14310, 7.44647, -2.72053], [2.48161, 6.20261, -3.24237], [1.54776, 5.17272, -3.24945], [-2.02758, 4.18780, -4.29477], [-1.75878, 5.18874, -5.23308], [-2.49754, 5.30610, -6.40946], [-3.52520, 4.41392, -6.67678], [-3.80062, 3.39643, -5.76707], [-3.05757, 3.28965, -4.59953], [0.46987, 1.92053, -3.44786], [-0.57154, 1.53009, -1.98932], [-3.12988, 3.66198, -1.56640], [-2.34896, 5.13246, -1.00019], [-0.16455, 4.71726, -0.00923], [0.24332, 3.15338, 0.66386], [-0.12631, 5.13548, 2.30405], [-0.90591, 3.60906, 2.73508], [-2.29112, 5.83161, 1.17999], [-2.48375, 5.57918, 2.91055], [-4.20151, 4.43288, 1.18903], [-3.68274, 3.55989, 2.62969], [-3.51155, 2.36875, 0.25203], [-2.28062, 2.11356, 1.47308], [-1.06663, 6.80283, -1.86481], [0.58714, 8.62198, -1.82338], [2.87181, 8.24877, -2.69995], [3.47717, 6.03991, -3.64276], [1.81801, 4.19988, -3.65525], [-0.95350, 5.89141, -5.04231], [-2.26889, 6.09315, -7.12013], [-4.10596, 4.50472, -7.58788], [-4.59070, 2.68295, -5.97605], [-3.26594, 2.48104, -3.90278], [2.09878, -0.71219, -4.13421], [1.17928, -1.84100, -4.91027], [1.00041, -3.13653, -4.55730], [0.21613, -3.89803, -5.51459], [-0.33871, -2.79000, -6.42771], [0.48864, -1.64332, -6.06983], [1.46074, -3.53173, -3.75830], [-0.57704, -4.46081, -5.02491], [0.84232, -4.59668, -6.07486], [-1.39736, -2.60218, -6.23431], [-0.22123, -3.03744, -7.48129], [0.20916, -0.70347, -6.29466], [-1.37652, -1.94332, -2.31698], [-1.54763, -3.46198, -1.22518], [-2.25304, -4.84511, -2.30295], [-2.84603, -3.07280, 0.07125], [0.39432, -4.11033, -0.03173], [2.64408, -4.34871, -0.69312], [2.85505, -6.05645, -1.48094], [3.49132, -3.11744, -1.81854], [3.68571, -4.34566, 0.87408], [-0.13226, -6.02949, 1.23155], [1.22181, -6.67716, 2.36686], [-1.68611, -5.86905, 2.27811], [-0.42606, -7.41428, -0.01823], [-2.26363, -1.31511, -2.19849], [-1.27915, -2.20400, -3.36911], [-0.51131, -1.32773, -2.05022], [-3.03586, -4.43072, -2.94643], [-2.70489, -5.63763, -1.69883], [-1.49697, -5.30894, -2.94403], [-3.82153, -2.90133, -0.39294], [-2.57422, -2.16784, 0.62539], [-2.95601, -3.87570, 0.80546], [2.11512, -6.25673, -2.26335], [2.75990, -6.84798, -0.72995], [3.84983, -6.14193, -1.92951], [3.25418, -3.21633, -2.87917], [4.57157, -3.25783, -1.70877], [3.25704, -2.08873, -1.53198], [3.21652, -4.90131, 1.68951], [3.81935, -3.31643, 1.22023], [4.67473, -4.77450, 0.68562], [1.52496, -5.91576, 3.08825], [2.10989, -6.96785, 1.79628], [0.87961, -7.55616, 2.92053], [-1.73957, -4.89125, 2.77166], [-1.71382, -6.63855, 3.05440], [-2.58816, -5.97234, 1.66792], [0.48937, -7.64178, -0.57360], [-1.19091, -7.13845, -0.75067], [-0.75140, -8.33246, 0.47981], [-1.79880, -1.34478, 3.63305], [-3.75603, -1.13018, 3.19103], [-4.65518, -2.14351, 3.53312], [-5.98166, -2.12198, 3.11103], [-6.44360, -1.07419, 2.32703], [-5.57164, -0.04921, 1.97561], [-4.24691, -0.08642, 2.39608], [-1.55733, 0.27757, 4.77426], [-0.24698, 0.56686, 5.14870], [0.12093, 1.83996, 5.58333], [-0.83180, 2.84566, 5.68176], [-2.15693, 2.56102, 5.36879], [-2.50999, 1.29439, 4.92026], [-1.24800, 0.10593, 2.22093], [-4.31112, -2.97414, 4.14411], [-6.65275, -2.93299, 3.37195], [-7.47102, -1.05773, 1.98387], [-5.92213, 0.77587, 1.36437], [-3.55944, 0.69200, 2.08971], [0.51399, -0.20822, 5.07009], [1.15224, 2.04966, 5.84891], [-0.54809, 3.84002, 6.00634], [-2.91005, 3.33713, 5.45556], [-3.54269, 1.09769, 4.65600]],
  "forces_ev_per_a": [[0.0, 1.8, -0.4], [-0.1, 0.0, 0.2], [0.3, 0.1, -0.4], [0.3, -0.6, -0.3], [0.2, -0.2, 0.5], [0.6, -0.2, -0.2], [0.1, -0.6, 0.3], [-0.1, 0.1, 0.1], [-0.1, 0.0, 0.0], [0.0, 0.0, 0.0], [0.0, 0.0, -0.1], [0.0, 0.0, 0.0], [0.1, 0.0, -0.1], [0.2, 0.3, -0.5], [0.2, -0.1, 0.2], [0.0, -0.1, 0.0], [0.0, 0.0, 0.1], [-0.3, 0.1, -0.1], [1.2, 0.2, -0.8], [0.0, 0.1, 0.1], [0.0, 0.0, 0.0], [0.0, 0.0, 0.0], [0.0, 0.0, 0.0], [0.0, 0.0, 0.0], [0.0, 0.0, 0.0], [0.0, 0.0, 0.0], [0.0, 0.1, 0.0], [0.0, 0.0, 0.0], [-0.1, 0.0, 0.0], [0.1, 0.0, 0.0], [0.2, 0.0, 0.1], [0.0, -0.4, -0.1], [0.1, 0.0, 0.0], [0.0, 0.1, 0.2], [-0.1, 0.1, 0.1], [-0.1, 0.1, -0.2], [0.0, -0.2, 0.1], [0.1, 0.1, 0.0], [-0.1, 0.2, 0.0], [0.0, 0.1, 0.0], [0.1, 0.0, -0.1], [0.0, -0.1, 0.0], [0.0, 0.0, 0.0], [-0.1, 0.0, 0.0], [0.0, 0.0, 0.0], [0.1, 0.2, -0.1], [-0.1, 0.0, 0.0], [0.0, 0.0, 0.0], [0.0, 0.0, 0.0], [0.0, 0.0, 0.1], [0.0, 0.1, 0.0], [-0.1, 0.0, 0.0], [0.0, 0.1, -0.1], [0.1, 0.0, 0.0], [-0.1, 0.0, 0.0], [0.0, 0.0, -0.1], [0.2, 0.6, -0.2], [0.0, 0.0, 0.1], [0.1, 0.0, 0.0], [0.0, 0.0, 0.0], [0.0, 0.0, 0.0], [0.0, 0.0, 0.0], [0.0, 0.0, 0.0], [0.0, -0.1, 0.0], [-0.1, 0.0, 0.1], [0.0, 0.0, 0.0], [0.0, 0.0, 0.0], [0.0, 0.0, 0.0], [0.0, 0.0, 0.0], [0.0, 0.0, 0.1], [0.0, 0.0, 0.0], [0.0, 0.0, 0.0], [0.0, 0.0, 0.0], [0.0, 0.0, 0.0], [0.0, 0.0, -0.1], [-0.1, 0.0, 0.0], [0.2, 0.0, -0.1], [-0.2, -0.1, -0.1], [0.1, 0.1, 0.1], [0.0, 0.1, 0.1], [-0.1, -0.1, -0.1], [0.0, 0.1, 0.0], [0.0, 0.0, 0.0], [0.0, 0.0, 0.0], [0.0, 0.0, 0.1], [0.0, 0.0, 0.0], [0.1, 0.0, 0.0], [0.3, 0.1, 0.3], [-0.6, 0.0, -0.5], [0.1, -0.2, 0.0], [0.2, 0.0, 0.3], [0.1, 0.2, 0.2], [0.5, -0.4, -0.2], [-0.2, -0.1, 0.0], [-0.3, 0.2, 0.0], [-0.2, 0.1, 0.3], [-0.2, -0.6, 0.2], [0.3, 0.2, 0.0], [-0.1, 0.4, 0.0], [0.0, 0.1, -0.3], [0.0, 0.0, 0.0], [0.0, 0.0, -0.1], [-0.1, 0.0, -0.1], [0.0, 0.0, 0.0], [0.0, 0.0, 0.0], [0.0, 0.0, 0.0], [0.1, 0.0, -0.1], [-0.1, 0.0, 0.0], [0.0, 0.1, 0.0], [0.1, 0.0, 0.0], [0.0, 0.0, -0.1], [0.0, 0.0, 0.0], [0.1, 0.1, 0.1], [0.0, -0.1, 0.0], [0.0, 0.0, -0.1], [0.1, 0.0, 0.0], [0.0, -0.1, 0.0], [-0.1, 0.0, -0.1], [0.0, -0.1, 0.0], [0.0, 0.0, 0.1], [-0.1, 0.0, -0.1], [-0.1, -0.1, 0.0], [0.1, 0.0, -0.1], [0.1, 0.0, 0.0], [-0.1, 0.0, 0.0], [0.0, -0.1, 0.1], [0.0, 0.1, 0.0], [0.0, 1.4, -1.2], [0.0, -0.2, -0.2], [0.0, 0.1, 0.1], [0.0, 0.0, 0.0], [0.1, 0.0, 0.0], [0.1, 0.0, 0.0], [-0.1, -0.1, 0.0], [-0.1, 0.3, 0.0], [0.1, 0.3, 0.1], [0.0, 0.0, 0.1], [0.0, 0.0, 0.0], [0.0, -0.1, 0.0], [0.1, 0.0, 0.2], [-3.0, -2.9, 2.2], [0.0, 0.0, -0.1], [0.0, 0.0, 0.1], [0.0, 0.0, 0.0], [0.0, 0.0, 0.0], [-0.1, 0.0, 0.0], [0.0, 0.0, 0.0], [0.0, 0.0, 0.0], [0.0, 0.0, 0.0], [0.0, 0.0, 0.0], [0.0, 0.0, 0.0]]
}

No. 3
{
  "formula": "C21H23NO4",
  "method": "the ωB97M-V functional and the def2-TZVPD basis",
  "gap_ev": 7.55,
  "total_charge": 0,
  "smiles": "CCN1C(=O)CC(C)(C)c2cc(C)c(-c3ccc(/C=C/C(=O)O)o3)cc21",
  "multiplicity": 1,
  "homo_energy_ha": -0.2953,
  "species": ["O", "O", "O", "O", "C", "C", "C", "C", "C", "C", "C", "C", "C", "C", "C", "C", "C", "C", "N", "C", "C", "C", "C", "C", "C", "C", "H", "H", "H", "H", "H", "H", "H", "H", "H", "H", "H", "H", "H", "H", "H", "H", "H", "H", "H", "H", "H", "H", "H"],
  "positions_angstrom": [[-5.42669, 2.41785, -6.04278], [4.11248, -1.58638, -1.70683], [-3.25588, 2.35807, -6.75842], [-2.79644, 0.67341, -1.90371], [-4.24254, 2.16324, -5.82316], [3.21618, -1.47402, -0.89697], [-4.92001, 0.36943, -1.15209], [-3.97966, -0.02004, -0.13710], [-4.13242, 0.78975, -2.21110], [-2.68173, 0.18311, -0.62710], [-3.82648, 1.64045, -4.55861], [-4.65583, 1.25625, -3.50591], [-0.46549, -0.69713, -0.83301], [0.11150, -0.53115, 1.85085], [-1.40384, -0.22501, 0.03591], [0.81837, -1.08242, -0.37256], [-1.16286, -0.17046, 1.40588], [1.10746, -1.01478, 0.99930], [1.86652, -1.44968, -1.29058], [-2.21162, 0.32803, 2.38619], [1.58495, -0.42088, -3.58674], [2.45186, -2.89369, 1.95555], [2.96486, -0.51677, 2.73913], [3.63378, -1.14404, 0.51214], [1.59751, -1.71813, -2.73771], [2.51386, -1.38244, 1.54547], [-3.72775, 2.61048, -7.58140], [-5.99778, 0.26372, -1.12385], [-4.21692, -0.46753, 0.81902], [-2.73711, 1.58637, -4.40662], [-5.73414, 1.26029, -3.72069], [-0.64810, -0.62081, -1.92081], [0.28867, -0.43248, 2.92818], [-1.75553, 0.48838, 3.34215], [-3.02781, -0.41603, 2.51648], [-2.58598, 1.27384, 1.93198], [1.11335, 0.38180, -3.01649], [2.61891, -0.16470, -3.77961], [1.04177, -0.53987, -4.52272], [1.72935, -3.02497, 2.76854], [3.40995, -3.20185, 2.40634], [2.22804, -3.55328, 1.11703], [2.37320, -0.76559, 3.62554], [2.82267, 0.53451, 2.55778], [4.04676, -0.69314, 2.97256], [3.93464, -0.09261, 0.49595], [4.50584, -1.72076, 0.76564], [0.66564, -2.30259, -2.87910], [2.38475, -2.38889, -3.13283]],
  "forces_ev_per_a": [[1.5, -0.2, -0.4], [-0.2, -0.5, -0.7], [-1.0, -0.2, 0.4], [0.1, 0.1, 0.0], [-2.4, 0.6, -1.1], [0.1, 0.8, -0.6], [1.8, -0.2, -0.1], [0.8, 0.2, -0.6], [-1.7, -0.2, 0.1], [-2.8, -0.5, 1.4], [0.9, -1.0, 3.1], [2.3, 0.6, -2.2], [2.4, -0.3, -1.2], [-0.4, -0.2, 0.1], [-1.3, 0.5, -1.2], [0.3, 0.0, -0.5], [0.0, 0.0, 0.6], [0.7, 0.6, 0.1], [0.1, -0.5, 0.1], [-0.1, -0.1, -1.4], [0.0, -0.5, 0.8], [0.6, 0.7, 0.6], [-0.1, -1.0, 0.7], [-2.1, -0.2, -0.2], [-0.1, -0.2, -0.2], [0.1, -0.2, 0.1], [0.3, 0.0, 0.6], [0.3, 0.2, -0.1], [0.0, 0.2, -0.2], [-0.5, 0.0, 0.0], [0.5, 0.0, 0.6], [0.1, -0.3, 0.8], [0.1, -0.1, -0.5], [0.2, 0.3, 0.5], [0.4, 0.6, -0.1], [-0.2, -0.6, 0.8], [0.0, 0.0, -0.1], [0.1, 0.3, -0.2], [0.1, -0.1, 0.0], [-0.2, 0.0, -0.4], [-0.1, 0.1, -0.4], [-0.1, 0.1, 0.0], [0.2, 0.0, 0.1], [0.0, 0.5, -0.3], [-0.9, 0.0, -0.2], [-0.1, 0.0, 0.0], [0.3, -0.3, 0.0], [0.3, 0.5, 0.6], [-0.2, 0.5, 0.6]]
}

No. 4
{
  "formula": "CH8N3Si",
  "method": "the ωB97M-V functional and the def2-TZVPD basis",
  "gap_ev": 10.90,
  "total_charge": 1,
  "smiles": "N/C=[NH+]\\[SiH2]N",
  "multiplicity": 1,
  "homo_energy_ha": -0.5292,
  "species": ["C", "N", "N", "N", "Si", "H", "H", "H", "H", "H", "H", "H", "H"],
  "positions_angstrom": [[1.53764, 0.48022, 0.29254], [1.76471, -0.62475, -0.33525], [0.40962, 0.96728, 0.51933], [-1.76061, -0.86179, 0.42744], [-1.06666, 0.43125, -0.49342], [2.37319, 1.00273, 0.81940], [2.66977, -0.99752, -0.56357], [0.94726, -1.20162, -0.62443], [0.35889, 1.70069, 1.18688], [-2.52648, -0.79820, 1.08862], [-1.09619, -1.50826, 0.67784], [-1.79887, 1.67117, -0.10975], [-0.50602, 0.29860, -1.76284]],
  "forces_ev_per_a": [[4.3, 0.9, 2.3], [-1.2, -2.2, -1.4], [-3.4, -0.1, -1.2], [-0.7, 2.1, -1.8], [-2.0, 1.4, 4.3], [-0.2, -0.7, -0.9], [0.2, 0.2, 0.1], [1.3, 0.5, 0.1], [-0.1, 0.7, 0.3], [0.2, 0.2, -0.4], [1.3, -2.2, 0.9], [-0.2, -0.4, -0.9], [0.5, -0.5, -1.4]]
}

Number 1: total energy -1364.38448 Ha. Number 2: total energy -6905.50187 Ha. Number 3: total energy -1169.74380 Ha. Number 4: total energy -496.44823 Ha.